[1]
This record from the OMol25 dataset describes the ion C4H9NO with charge -1 in a non-equilibrium geometry. The level of theory is ωB97M-V/def2-TZVPD.

Results
Gap between HOMO and LUMO (alpha / beta) ... 3.1 / 6.5 eV
Charge ... -1
Spin multiplicity ... 2
Expectation value of S² ... 0.754
E_HOMO (alpha / beta) ... 0.727 / -2.780 eV

```
15
Properties=species:S:1:pos:R:3:forces:R:3
O -3.01059 1.38347 0.80963 0.0 0.8 -0.1
N 0.58833 -1.62552 -1.22512 -1.9 1.7 -2.3
C 0.46178 0.09396 0.67240 0.8 -1.4 0.3
C -1.97129 0.64500 0.69314 -0.3 -1.0 0.0
C -0.54210 1.19368 0.47458 -1.8 0.1 -0.5
C 1.21382 -0.53290 -0.50740 1.5 0.0 1.4
H 2.10451 -0.97824 -0.07909 0.3 -0.4 0.5
H -0.00003 -0.75445 1.20042 -0.2 0.3 0.0
H -0.44316 1.67425 -0.58738 0.1 -0.3 1.6
H 1.24135 -2.16873 -1.78631 0.2 0.3 0.3
H 0.00131 -1.11276 -1.95614 0.4 -1.4 1.2
H -0.44441 1.96274 1.28636 0.3 0.0 -0.9
H 1.29760 0.38675 1.31929 -0.2 0.4 0.1
H 1.69461 0.30402 -1.00742 -0.4 0.2 -1.3
H -2.19174 -0.47126 0.69304 1.0 0.7 -0.2
```
Positions in Å, forces in eV/Å.

---

[2]
This record from the OMol25 dataset describes the molecule C4H9NO in a non-equilibrium geometry. The level of theory is ωB97M-V/def2-TZVPD.

Results
Gap between HOMO and LUMO ... 10.2 eV
Charge ... 0
Spin multiplicity ... 1
E_HOMO ... -9.288 eV
SMILES string ... CC(=O)N(C)C

```
15
Properties=species:S:1:pos:R:3:forces:R:3
O -0.32025 -1.71854 0.35247 0.3 -0.3 0.3
N 0.49408 0.27283 -0.37314 0.1 0.4 0.5
C -1.86850 0.08257 0.32018 -0.1 -0.4 -0.5
C 0.33322 1.73236 -0.32512 -0.3 -0.7 0.5
C -0.49007 -0.53863 0.13748 -0.6 0.4 -0.5
C 1.85128 -0.18713 -0.19691 0.9 -0.4 0.4
H -1.93565 0.80029 1.13186 0.1 0.0 0.2
H 2.24372 -0.09614 0.82989 -0.3 0.4 0.0
H 1.25954 2.16549 -0.66867 0.1 0.3 -0.2
H -2.55433 -0.74819 0.45034 0.0 0.0 0.4
H -0.50799 2.03874 -0.93464 0.0 0.2 -0.2
H -2.21140 0.57567 -0.58469 0.2 0.3 -0.2
H 2.54357 0.33501 -0.85177 -0.1 0.1 -0.2
H 0.13632 2.07191 0.69789 0.2 0.1 0.0
H 1.95337 -1.24535 -0.37437 -0.3 -0.3 -0.4
```
Positions in Å, forces in eV/Å.

---

[3]
This record from the OMol25 dataset describes the molecule C4H9NO. The level of theory is ωB97M-V/def2-TZVPD.

Results
Gap between HOMO and LUMO ... 10.1 eV
Charge ... 0
Spin multiplicity ... 1
E_HOMO ... -9.218 eV
SMILES string ... CC(=O)N(C)C

```
15
Properties=species:S:1:pos:R:3:forces:R:3
O 1.12694 -1.82606 0.09954 -0.1 0.3 0.0
N -0.41907 -0.17385 -0.04198 0.2 -0.1 0.0
C -0.86473 1.20274 -0.06862 0.0 0.2 0.0
C -1.48317 -1.15221 -0.16614 -0.1 -0.1 0.0
C 0.86852 -0.63008 0.08983 -0.1 0.0 0.0
C 2.01398 0.36042 0.20994 0.0 0.0 0.0
H -1.03232 -2.13865 -0.26424 -0.1 0.1 0.0
H -2.09685 -0.93386 -1.04911 0.1 0.0 0.1
H 1.75099 1.40345 0.38569 0.0 -0.2 0.0
H -0.04846 1.89658 0.12140 -0.1 -0.1 0.0
H 2.59858 0.29653 -0.71160 -0.1 0.0 0.1
H -2.13204 -1.13213 0.72014 0.1 0.0 -0.1
H -1.30213 1.44831 -1.04612 0.0 0.0 0.1
H -1.63533 1.36617 0.69772 0.1 0.0 -0.1
H 2.65510 0.01266 1.02354 -0.1 0.0 -0.1
```
Positions in Å, forces in eV/Å.

---

[4]
This record from the OMol25 dataset describes a structure of composition C4H9NO. The level of theory is ωB97M-V/def2-TZVPD.

Results
Gap between HOMO and LUMO ... 8.8 eV
Charge ... 0
Spin multiplicity ... 1
E_HOMO ... -8.138 eV

```
15
Properties=species:S:1:pos:R:3:forces:R:3
O -0.83711 -0.52466 -2.53224 0.0 0.0 -0.1
N 0.70999 -0.91871 0.06940 0.2 -0.2 -0.1
C -1.47591 0.06022 -0.79839 0.2 0.1 0.2
C 0.62336 0.48774 2.08776 -0.1 0.1 0.1
C 0.87287 0.45147 0.60179 0.2 0.2 0.2
C -0.11804 0.17242 -0.43600 -0.3 0.0 0.2
H 1.42282 -1.10298 -0.63498 0.0 -0.1 0.2
H 1.73591 1.03026 0.26819 -0.1 -0.2 0.1
H -2.12454 -0.80589 -0.66707 0.3 0.0 0.0
H -2.00152 0.98813 -1.03039 0.1 -0.2 0.1
H 1.53842 0.13600 2.57983 -0.2 0.1 0.0
H -0.17673 -0.21412 2.33875 0.0 0.2 0.0
H -0.56752 -1.44149 -2.32383 -0.3 0.3 -0.2
H -0.05715 0.10193 -1.83302 -0.2 -0.1 -0.4
H 0.38068 1.48095 2.47600 0.0 -0.1 -0.1
```
Positions in Å, forces in eV/Å.

---

[5]
This record from the OMol25 dataset describes a structure of composition C4H9NO in a non-equilibrium geometry. The level of theory is ωB97M-V/def2-TZVPD.

Results
Gap between HOMO and LUMO ... 8.7 eV
Charge ... 0
Spin multiplicity ... 1
E_HOMO ... -7.682 eV

```
15
Properties=species:S:1:pos:R:3:forces:R:3
O 0.98384 -1.30803 0.77248 0.1 0.0 -0.1
N -0.18809 1.01779 1.23494 0.0 0.3 -0.1
C 0.11009 -0.97268 -0.20470 1.0 1.3 -1.3
C 1.15563 -0.19699 -1.76575 0.2 0.6 0.5
C -1.41883 0.27334 1.49551 -0.2 -0.2 0.0
C -0.76149 0.17742 0.16664 -0.1 -0.1 -0.4
H 0.22546 -1.35640 -1.22318 -1.4 -1.7 0.6
H 0.53909 0.16101 -2.60693 0.0 -0.1 0.5
H -0.35258 2.00896 1.09097 0.0 -0.2 0.0
H -1.25432 0.66645 -0.66703 0.0 0.0 0.1
H 1.92310 -0.89250 -2.14312 -0.4 0.1 0.4
H 1.11321 -0.47962 1.29064 0.0 -0.3 -0.1
H -2.35486 0.82763 1.55687 0.2 -0.1 0.0
H -1.32219 -0.53808 2.21311 0.0 0.1 -0.1
H 1.60195 0.61169 -1.21046 0.3 0.4 -0.1
```
Positions in Å, forces in eV/Å.

---

[6]
This record from the OMol25 dataset describes the molecule C4H9NO. The level of theory is ωB97M-V/def2-TZVPD.

Results
Gap between HOMO and LUMO ... 9.9 eV
Charge ... 0
Spin multiplicity ... 1
E_HOMO ... -8.958 eV
SMILES string ... CN(C)CC=O

```
15
Properties=species:S:1:pos:R:3:forces:R:3
O -2.50521 1.19342 -1.71591 0.3 -0.3 0.5
N 0.12246 -0.41836 0.09679 0.1 0.1 0.0
C 0.13742 -0.06672 1.50319 -0.1 0.1 0.2
C -0.37878 0.67711 -0.71246 0.0 0.1 -0.1
C 1.39859 -0.94750 -0.35137 0.1 -0.1 -0.1
C -1.88926 0.59097 -0.86992 -0.1 0.2 -0.2
H 0.03627 0.64600 -1.72447 0.0 -0.1 0.1
H 0.39958 -0.94090 2.10996 0.0 0.2 -0.1
H 0.85092 0.75563 1.72919 -0.2 -0.2 -0.1
H 1.31216 -1.26362 -1.39707 0.1 0.1 0.2
H 1.64549 -1.83363 0.24664 0.0 0.2 -0.1
H -0.86253 0.26639 1.80997 0.2 -0.1 0.0
H -0.11587 1.67261 -0.29672 -0.1 -0.2 -0.1
H -2.38982 -0.10347 -0.15626 0.0 0.1 -0.2
H 2.23861 -0.22794 -0.27156 -0.2 -0.1 0.0
```
Positions in Å, forces in eV/Å.

---

[7]
This record from the OMol25 dataset describes the molecule C4H9NO. The level of theory is ωB97M-V/def2-TZVPD.

Results
Gap between HOMO and LUMO ... 10.9 eV
Charge ... 0
Spin multiplicity ... 1
E_HOMO ... -9.832 eV
SMILES string ... C[C@@H](O)[C@H]1CN1

```
15
Properties=species:S:1:pos:R:3:forces:R:3
O -1.21571 0.14086 1.31956 0.2 0.1 0.0
N -0.06971 1.63546 -0.62587 0.3 -0.1 0.0
C 0.20838 0.19020 -0.65538 0.0 -0.2 0.2
C 0.82335 -1.21091 1.33968 -0.1 0.0 0.0
C -0.68958 0.78961 -1.65317 -0.3 0.0 -0.2
C -0.33491 -0.62732 0.52541 0.2 -0.1 -0.3
H 1.19611 -0.12417 -0.99286 -0.2 0.1 0.0
H 1.42942 -1.88914 0.72358 -0.1 0.2 0.1
H 1.47022 -0.41136 1.72127 -0.1 -0.1 -0.1
H -1.76293 0.65349 -1.53525 0.2 0.1 0.0
H 0.71184 2.15950 -1.01013 -0.1 -0.1 0.1
H -0.34328 0.85880 -2.68391 0.0 0.1 0.2
H 0.43231 -1.77573 2.19079 0.1 0.1 -0.1
H -0.92514 1.06378 1.22632 -0.1 -0.1 -0.1
H -0.93036 -1.45306 0.10996 0.1 0.1 0.1
```
Positions in Å, forces in eV/Å.

---

[8]
This record from the OMol25 dataset describes the molecule C4H9NO in a non-equilibrium geometry. The level of theory is ωB97M-V/def2-TZVPD.

Results
Gap between HOMO and LUMO ... 10.6 eV
Charge ... 0
Spin multiplicity ... 1
E_HOMO ... -9.701 eV
SMILES string ... CCNC(C)=O

```
15
Properties=species:S:1:pos:R:3:forces:R:3
O 0.82553 -1.44385 1.28687 0.0 0.4 -0.4
N 0.17143 -0.31316 -0.63248 0.5 0.1 0.2
C -2.05649 0.51945 0.09729 0.1 0.1 0.1
C 2.34652 0.21740 0.24462 0.0 -0.6 0.6
C 1.00101 -0.65458 0.38380 1.0 0.5 0.2
C -1.28674 -0.49995 -0.74003 0.1 0.1 0.0
H -1.56007 -1.51928 -0.43162 0.4 0.3 0.0
H 2.35882 0.93350 1.07162 0.0 -0.3 0.1
H -3.14150 0.42555 -0.03206 0.2 -0.1 0.0
H 0.73701 0.45100 -0.98643 -1.8 0.3 -1.3
H -1.56968 -0.41889 -1.79693 0.2 0.0 0.2
H -1.76596 1.53402 -0.19379 -0.1 -0.1 0.1
H 2.64133 0.82486 -0.64733 -1.0 -0.7 0.2
H -1.82531 0.38209 1.15783 0.0 0.1 -0.1
H 3.14925 -0.49929 0.36785 0.3 0.0 0.3
```
Positions in Å, forces in eV/Å.

---

Number 1: calculated total energy -7829.2472 eV. Number 2: calculated total energy -7831.6013 eV. Number 3: calculated total energy -7831.6899 eV. Number 4: calculated total energy -7826.3598 eV. Number 5: calculated total energy -7827.2144 eV. Number 6: calculated total energy -7830.5811 eV. Number 7: calculated total energy -7830.4114 eV. Number 8: calculated total energy -7831.3699 eV.